The following is a quantum chemistry calculation of a structure of composition ClH8O4Zn, from the OMol25 dataset.

The geometry in XYZ format:
```
14
Properties=species:S:1:pos:R:3:forces:R:3:mulliken_spin:R:1
Zn -13.913 5.831 24.474 0.72 0.34 -1.30 0.820
Cl -12.684 6.363 22.386 -0.64 -0.23 1.52 0.181
O -13.937 9.214 21.461 -0.23 0.41 0.08 0.002
H -13.274 8.633 21.833 0.19 -0.21 0.10 -0.001
H -14.149 8.825 20.613 -0.05 -0.09 -0.20 0.000
O -14.232 3.946 20.748 -0.41 -0.32 0.11 0.002
H -13.730 3.835 19.940 0.23 -0.02 -0.18 0.000
H -13.974 4.808 21.074 0.21 0.27 0.06 0.000
O -10.184 8.017 24.415 -0.05 0.20 0.20 0.002
H -9.490 7.448 24.749 0.23 -0.08 0.09 0.000
H -10.739 7.438 23.892 -0.23 -0.15 -0.34 -0.001
O -10.910 4.737 20.250 0.09 -0.09 -0.45 0.001
H -11.155 5.351 20.941 -0.12 0.18 0.23 -0.004
H -10.575 3.971 20.716 0.07 -0.21 0.08 -0.001
```
Forces are in eV/Å.

For the HOMO energy (alpha / beta), the calculation gives -0.3673 / -0.4075 Ha. As for the spin multiplicity: 2. The value obtained for the gap between HOMO and LUMO (alpha / beta) is 0.349 / 0.282 Eh. The largest force on an atom comes out at 1.7 eV/A. The calculation puts the energy at -2545.247387 a.u.